Density functional theory data (ωB97M-V/def2-TZVPD) for a cluster of 3 separate species, C5H11NO2 in total at a distorted geometry.

```
19
Properties=species:S:1:pos:R:3:forces:R:3:mulliken_charge:R:1
C 0.292 0.913 1.396 0.2 -0.4 0.0 -1.074
C -0.319 0.487 0.061 -0.3 -3.7 1.4 0.156
N -1.550 -0.356 0.118 3.9 -0.1 0.3 -0.053
C -4.128 -0.041 -0.203 -0.3 -1.1 -0.5 -0.932
C -0.288 -1.032 -0.235 -1.7 2.6 0.0 -0.637
C 2.218 -0.162 -0.693 1.0 1.1 1.0 0.175
O 2.391 -0.912 0.324 -0.5 1.1 -1.3 -0.551
O 2.317 1.097 -0.821 -0.2 -2.0 0.4 -0.583
H -0.140 1.814 1.787 -0.2 0.5 0.1 0.358
H -3.983 -0.709 -1.096 -0.5 0.3 0.9 0.249
H 0.128 0.099 2.086 -0.2 -0.1 0.4 0.325
H -0.311 1.193 -0.723 0.2 0.6 -1.2 0.437
H 1.418 0.995 1.335 -1.0 0.0 -0.7 0.308
H -3.398 0.729 -0.377 -0.3 0.9 0.1 0.227
H -5.179 0.302 -0.109 0.8 -0.1 -0.2 0.289
H -3.772 -0.578 0.688 -0.6 0.2 -0.4 0.241
H 0.056 -1.776 0.531 -0.1 0.5 -0.6 0.306
H -0.215 -1.367 -1.293 0.0 0.0 0.6 0.374
H 1.929 -0.678 -1.635 -0.1 -0.3 -0.2 0.384
```
Positions in Å, forces in eV/Å.

The HOMO energy comes out at -9.15 eV. Its HOMO-LUMO gap is 4.5 eV. The calculation puts the energy above the lowest of the compared OMol25 structures with the same formula, charge and spin at 189.9 kcal per mole. The total charge is 0.

Density functional theory data (ωB97M-V/def2-TZVPD) for an isolated molecule of C16H30ClIN2O5S at a distorted geometry.

```
56
Properties=species:S:1:pos:R:3:forces:R:3:mulliken_charge:R:1
C 0.290 3.674 3.581 0.3 -0.2 -0.2 -0.767
C 0.964 2.686 2.955 -0.2 0.0 -0.2 -0.028
C 0.348 1.499 2.242 -0.1 1.2 -0.9 -0.517
I -1.767 1.338 2.798 0.0 0.0 -0.1 0.006
O 0.488 1.585 0.855 0.2 -0.4 0.3 -0.236
C 1.034 0.520 0.061 0.3 -0.2 -1.0 1.640
C 0.625 0.919 -1.377 -0.6 0.4 0.6 -1.970
C -0.823 1.406 -1.531 -0.2 0.2 -0.6 -0.258
C -0.939 2.577 -2.534 0.2 0.0 0.0 -0.910
S -1.574 1.942 -4.057 -0.2 -0.8 0.1 1.234
O -2.927 1.500 -3.875 -0.1 0.4 0.0 -0.649
O -0.628 1.005 -4.572 0.3 0.3 -0.1 -0.610
O -1.610 3.207 -5.026 0.1 0.0 0.2 -0.492
C 2.594 0.699 0.144 -0.2 0.0 0.5 -0.750
Cl 3.466 0.109 -1.318 0.0 0.0 0.0 -0.150
C 3.282 0.153 1.397 0.6 0.0 -0.4 -0.001
C 4.812 0.284 1.359 -0.2 0.2 0.6 -1.615
C 0.587 -0.897 0.497 0.3 0.0 0.4 -0.448
C 1.167 -2.026 -0.374 0.0 0.0 0.4 -0.751
C 0.741 -3.380 0.154 0.1 0.1 -0.2 -0.419
N 1.302 -3.990 1.110 -0.1 0.0 -0.1 -0.771
O -0.788 -0.992 0.776 0.1 -0.1 -0.2 -0.472
C -1.710 -1.338 -0.248 -0.8 0.1 -0.2 0.056
C -2.457 -2.644 0.067 0.3 0.3 0.6 -1.045
C -3.920 -2.400 0.408 -0.3 -0.2 0.0 -0.689
N -4.636 -3.676 0.478 0.0 0.1 -0.2 -0.591
H 0.491 3.939 4.615 1.1 1.2 -0.5 0.252
H -0.475 4.231 3.048 -1.2 -1.1 0.7 0.300
H 2.053 2.697 2.870 0.1 -0.7 1.3 0.258
H 0.833 0.627 2.674 -0.3 -0.2 0.0 0.379
H 1.270 1.763 -1.625 0.1 -0.1 -0.2 0.701
H 0.815 0.115 -2.081 0.2 0.1 -0.1 0.272
H -1.455 0.614 -1.929 0.0 -0.1 0.2 0.170
H -1.282 1.727 -0.599 0.2 -0.1 0.1 0.297
H 0.031 3.005 -2.787 0.0 0.1 0.1 0.405
H -1.599 3.368 -2.180 -0.1 0.0 -0.1 0.413
H -2.538 3.469 -5.098 -0.1 0.1 -0.1 0.370
H 2.725 1.782 0.145 0.1 0.0 -0.2 0.996
H 2.955 0.728 2.264 -0.3 -0.2 0.0 -0.019
H 3.055 -0.903 1.540 -0.1 0.1 0.2 0.038
H 5.116 1.279 1.031 0.0 -0.1 -0.2 0.346
H 5.179 0.184 2.383 0.1 -0.1 0.0 0.446
H 5.280 -0.490 0.760 0.0 0.1 -0.2 0.381
H 1.055 -1.072 1.470 -0.2 0.0 0.1 0.815
H 0.943 -1.909 -1.432 0.0 -0.1 0.0 0.382
H 2.247 -1.992 -0.227 0.1 0.1 -0.4 0.675
H -0.095 -3.868 -0.345 0.0 -0.1 0.1 0.458
H 2.084 -3.438 1.474 0.0 0.0 0.0 0.292
H -2.461 -0.542 -0.264 0.1 0.1 0.0 0.453
H -1.276 -1.345 -1.249 0.3 -0.1 0.1 0.233
H -2.343 -3.393 -0.720 -0.1 0.1 -0.1 0.496
H -1.986 -3.043 0.968 0.0 -0.3 -0.1 0.229
H -3.978 -1.942 1.399 0.1 0.1 0.0 0.295
H -4.376 -1.687 -0.292 0.1 0.0 -0.1 0.391
H -4.565 -4.144 -0.419 0.0 -0.1 0.0 0.233
H -5.625 -3.521 0.637 0.0 0.0 0.1 0.243
```
Positions in Å, forces in eV/Å.

The HOMO energy comes out at -8.57 eV. Its HOMO-LUMO gap is 8.7 eV. As for the structure (SMILES): [H]/N=C\C[C@H](OCCCN)[C@@](CCCS(=O)(=O)O)(O[C@H](I)C=C)[C@H](Cl)CC. The total charge is 0.

Density functional theory data (ωB97M-V/def2-TZVPD) for a structure of composition C7H20IrN8O3.

```
39
Properties=species:S:1:pos:R:3:forces:R:3:mulliken_spin:R:1
Ir -0.522 0.760 -0.213 -0.2 0.3 -0.3 2.478
N 1.764 -0.089 -0.026 0.0 -0.2 0.0 0.093
N 2.101 -0.167 1.330 0.1 0.0 0.0 0.004
C 1.152 -0.133 2.302 0.3 0.0 -0.2 0.013
N 1.597 -0.110 3.552 0.0 0.0 0.0 0.005
N -0.109 -0.145 1.875 -0.1 0.0 0.5 0.027
N -1.119 -0.153 2.832 0.1 -0.2 -0.4 0.001
O -0.851 -0.288 4.018 -0.4 0.1 0.0 0.007
O -2.231 -0.068 2.376 -0.1 0.1 0.1 -0.001
H 2.048 -0.936 -0.509 0.1 0.1 0.0 -0.008
H 2.186 0.732 -0.449 0.0 0.0 0.0 -0.006
H 3.068 -0.041 1.591 -0.1 0.0 0.0 0.003
H 2.582 -0.090 3.748 0.0 0.0 0.0 0.001
H 0.912 -0.140 4.297 0.1 0.0 -0.1 0.000
C -4.781 -2.509 0.279 0.0 0.0 -0.1 -0.001
N -3.987 -1.474 -0.358 0.0 0.0 0.1 0.006
C -2.657 -1.431 -0.352 0.0 0.2 -0.2 0.012
N -1.965 -2.437 0.202 0.1 -0.1 0.0 0.007
O -2.070 -0.450 -0.898 0.0 -0.4 0.1 0.012
H -5.829 -2.244 0.178 0.0 0.0 0.0 0.000
H -4.549 -2.583 1.343 0.0 0.0 0.0 0.000
H -4.633 -3.475 -0.205 0.0 0.0 0.0 0.001
H -4.430 -0.653 -0.738 0.0 0.0 0.0 -0.001
H -2.410 -3.268 0.548 0.0 0.0 0.0 0.000
H -0.964 -2.426 0.111 0.0 0.0 0.0 0.001
C -0.369 4.244 -1.255 0.0 0.1 -0.1 0.082
C 0.222 3.817 0.088 0.1 -0.5 0.0 -0.123
C -0.664 4.290 1.240 -0.1 0.1 0.1 0.060
C 1.642 4.359 0.248 0.0 0.1 0.0 0.086
N 0.286 2.369 0.130 0.1 0.5 0.2 1.266
H -0.449 5.331 -1.297 0.0 0.0 0.0 0.002
H -1.367 3.823 -1.388 0.0 0.0 0.0 -0.009
H 0.259 3.913 -2.082 0.0 0.0 0.0 -0.004
H -0.740 5.378 1.223 0.0 0.0 0.0 0.003
H -0.247 3.991 2.202 0.0 0.0 0.0 -0.001
H -1.668 3.873 1.154 0.0 0.0 0.0 -0.004
H 1.629 5.449 0.249 0.0 0.0 0.0 0.000
H 2.280 4.031 -0.573 0.0 0.0 0.0 -0.004
H 2.079 4.026 1.190 0.0 0.0 0.0 -0.008
```
Positions in Å, forces in eV/Å.

The HOMO energy (spin up / spin down) comes out at -10.66 / -12.03 eV. Its HOMO-LUMO gap (spin up / spin down) is 7.8 / 8.7 eV. Its multiplicity is 5. The calculation puts the energy above the lowest of the compared OMol25 structures with the same formula, charge and spin at 1.4 kcal per mole. The total charge is +1.

Number 1: DFT total energy -10941.033 eV. Number 2: DFT total energy -61750.618 eV. Number 3: DFT total energy -28474.454 eV.